Molecular formula: C42H45N3O3PRuS3SeSi
Method: DFT, ωB97M-V with the def2-TZVPD basis set

As for the spin multiplicity: 2. Its expectation value of S² is 0.7651. The value obtained for the energy above the lowest of the compared OMol25 structures with the same formula, charge and spin is 276.3 kJ/mol. The molar mass comes out at 975.1 g/mol. The charge is -2. The value obtained for the electronic energy is -172501.3870 eV.

```
100
Properties=species:S:1:pos:R:3:forces:R:3:mulliken_spin:R:1
Ru 0.341 -0.197 -0.506 2.0 2.4 0.4 0.9753
O -2.185 -0.017 -0.468 -0.3 -0.4 -0.1 0.0142
C -3.009 -1.123 -0.109 0.0 0.1 0.1 -0.0156
C -2.253 -1.806 1.070 -0.1 0.1 0.0 0.0109
O -2.911 -2.391 1.933 0.1 -0.1 0.0 0.0027
O -0.995 -1.709 0.987 -0.2 -0.2 -0.4 0.0335
C -3.106 -2.188 -1.192 -0.1 0.0 -0.1 0.0022
C -2.373 -2.113 -2.367 0.0 0.0 0.0 -0.0080
C -2.504 -3.092 -3.347 0.0 0.0 0.0 0.0010
C -3.364 -4.160 -3.154 0.0 0.0 0.0 -0.0005
C -4.087 -4.253 -1.968 0.0 0.0 0.0 0.0010
C -3.954 -3.279 -0.993 0.0 0.0 0.0 -0.0010
C -4.375 -0.563 0.274 0.1 0.0 0.0 -0.0030
C -4.556 0.033 1.520 0.0 0.0 0.0 0.0022
C -5.756 0.649 1.840 0.0 0.0 0.0 -0.0019
C -6.792 0.690 0.915 0.0 0.0 -0.1 0.0017
C -6.611 0.124 -0.337 0.0 0.0 0.0 -0.0011
C -5.408 -0.496 -0.655 0.0 0.0 0.1 0.0018
H -2.509 0.403 -1.285 0.2 0.2 0.0 -0.0031
H -1.688 -1.291 -2.531 0.0 0.0 0.0 0.0191
H -1.925 -3.012 -4.258 0.0 0.0 0.0 -0.0004
H -3.468 -4.922 -3.917 0.0 0.0 0.0 -0.0001
H -4.764 -5.085 -1.810 0.0 0.0 0.0 0.0000
H -4.500 -3.357 -0.060 0.0 0.0 0.0 0.0003
H -3.749 0.011 2.240 0.0 0.0 0.0 0.0000
H -5.881 1.107 2.814 0.0 0.0 0.0 -0.0001
H -7.733 1.167 1.164 0.0 0.0 0.0 0.0002
H -7.402 0.170 -1.077 0.0 0.0 0.0 0.0000
H -5.269 -0.924 -1.640 0.0 0.0 0.0 0.0002
S 2.415 3.291 1.735 0.0 0.1 -0.2 -0.0039
C 1.679 2.293 0.603 0.2 0.7 0.4 0.0046
S -0.005 2.126 0.446 -0.2 -0.8 0.2 0.0976
S 2.566 1.303 -0.484 -1.3 -1.3 -0.5 -0.0589
C 0.824 6.412 -5.827 0.0 -0.1 0.1 0.0010
C 0.493 5.179 -5.024 0.0 0.0 0.0 -0.0037
C -0.434 5.218 -3.994 -0.1 0.0 0.0 0.0038
C -0.824 4.070 -3.305 0.1 -0.1 -0.1 -0.0022
C -1.816 4.174 -2.183 -0.1 0.0 0.0 -0.0026
C -0.276 2.832 -3.678 0.2 0.0 0.3 0.0020
Se -0.953 1.212 -2.924 0.1 -0.7 0.3 -0.0055
C 0.733 2.790 -4.657 0.0 0.0 0.0 -0.0039
C 1.443 1.504 -4.972 -0.1 0.1 0.0 0.0005
C 1.091 3.960 -5.318 0.0 0.0 0.0 0.0047
H 0.364 7.299 -5.389 0.0 0.0 0.0 0.0000
H 0.456 6.310 -6.852 0.0 0.1 0.0 -0.0003
H 1.904 6.573 -5.881 0.0 0.0 0.0 -0.0002
H -0.870 6.173 -3.712 0.0 0.0 0.0 -0.0001
H -2.039 5.218 -1.951 0.0 0.0 0.0 -0.0001
H -1.424 3.687 -1.290 0.0 0.0 0.0 0.0016
H -2.746 3.659 -2.436 0.0 0.0 0.0 -0.0004
H 2.078 1.220 -4.128 0.0 0.0 0.0 -0.0012
H 2.061 1.601 -5.868 0.0 0.0 0.0 0.0000
H 0.725 0.694 -5.104 0.0 0.0 0.0 -0.0006
H 1.859 3.918 -6.086 0.0 0.0 0.0 0.0001
C 6.048 -2.078 -2.175 0.0 0.0 0.0 -0.0004
C 5.431 -1.654 -3.343 0.0 0.0 0.0 -0.0001
C 4.052 -1.469 -3.375 0.0 0.0 0.0 0.0001
C 3.260 -1.701 -2.250 0.0 0.3 0.1 -0.0010
C 3.905 -2.118 -1.083 0.1 0.0 0.0 -0.0241
C 5.278 -2.311 -1.040 0.0 0.0 0.0 0.0028
Si 1.366 -1.474 -2.282 -0.1 -0.7 0.6 0.0161
C 0.799 -3.314 -2.218 0.0 0.0 0.1 -0.0295
C 0.930 -4.135 -3.342 0.0 0.0 0.0 0.0052
C 0.453 -5.439 -3.351 0.0 0.0 0.0 0.0014
C -0.178 -5.957 -2.226 0.1 0.0 0.0 -0.0010
C -0.299 -5.170 -1.089 0.0 0.0 -0.1 0.0073
C 0.192 -3.869 -1.089 0.1 -0.1 0.0 0.0245
H 7.121 -2.227 -2.145 0.0 0.0 0.0 0.0000
H 6.025 -1.467 -4.230 0.0 0.0 0.0 0.0000
H 3.579 -1.133 -4.293 0.0 0.0 0.0 0.0003
H 3.315 -2.285 -0.187 0.0 0.0 0.0 0.0246
H 5.755 -2.641 -0.124 0.0 0.0 0.0 0.0001
H 1.137 -1.245 -3.742 0.0 0.3 0.1 -0.0077
H 1.417 -3.743 -4.231 -0.1 0.0 0.0 0.0009
H 0.557 -6.050 -4.241 0.0 0.0 0.0 0.0002
H -0.568 -6.969 -2.236 0.0 0.0 0.0 -0.0002
H -0.798 -5.556 -0.207 0.0 0.0 0.0 0.0006
H 0.080 -3.269 -0.193 -0.1 0.0 -0.1 -0.0083
C 1.032 -2.055 4.509 0.0 0.0 -0.1 0.0008
N 0.978 -0.605 4.377 0.0 0.0 0.1 -0.0009
C 2.322 -0.066 4.548 0.0 0.0 -0.1 -0.0005
N 3.306 -0.641 3.633 0.0 -0.1 0.0 -0.0014
C 3.293 -2.089 3.788 -0.1 0.1 0.0 -0.0022
N 1.980 -2.697 3.596 0.0 0.0 0.1 0.0019
C 1.536 -2.576 2.204 -0.1 -0.1 -0.2 0.0064
P 1.366 -0.813 1.637 -0.4 0.2 -0.3 -0.0775
C 0.396 -0.195 3.095 0.0 0.1 -0.1 0.0067
C 3.029 -0.233 2.248 0.1 -0.1 -0.2 -0.0033
H 0.038 -2.471 4.337 0.0 0.0 0.0 0.0003
H 1.344 -2.288 5.532 0.0 0.0 0.0 -0.0001
H 2.646 -0.288 5.570 0.0 0.0 0.0 -0.0002
H 2.292 1.016 4.404 0.0 0.0 0.0 0.0000
H 3.626 -2.319 4.805 0.0 0.0 0.0 -0.0001
H 3.993 -2.531 3.074 0.0 0.0 0.0 0.0004
H 0.562 -3.051 2.091 0.0 0.0 0.0 0.0056
H 2.254 -3.091 1.560 0.0 -0.1 0.0 -0.0045
H -0.620 -0.578 3.013 0.0 0.0 0.0 -0.0018
H 0.372 0.895 3.044 0.0 0.0 0.0 -0.0052
H 3.075 0.854 2.192 0.0 0.0 0.0 0.0000
H 3.808 -0.626 1.589 0.0 0.0 0.0 -0.0001
```
Positions in Å, forces in eV/Å.

***

Molecular formula: C42H46AuN8OPSTe
Method: DFT, ωB97M-V with the def2-TZVPD basis set

As for the spin multiplicity: 2. Its expectation value of S² is 0.7554. The value obtained for the energy above the lowest of the compared OMol25 structures with the same formula, charge and spin is 0.0 kJ/mol. The molar mass comes out at 1066.5 g/mol. The charge is +1. The value obtained for the electronic energy is -89371.7496 eV.

```
101
Properties=species:S:1:pos:R:3:forces:R:3:mulliken_spin:R:1
Au 0.375 -2.160 -0.191 0.2 -0.6 -0.2 0.3780
N 3.706 -1.063 2.494 -0.1 0.1 -0.1 0.0177
C 2.594 -1.493 1.856 0.3 0.0 0.0 -0.0439
S 2.525 -1.122 0.126 0.2 -0.1 0.4 0.3284
N 1.739 -2.126 2.610 -0.3 0.0 -0.5 0.0034
N 0.674 -2.645 1.925 0.1 0.4 0.3 0.0991
C -0.327 -3.098 2.585 -0.3 -0.2 -0.2 0.0024
C -0.467 -3.021 4.060 0.1 0.0 0.0 0.0156
C 0.529 -3.479 4.918 -0.1 -0.1 0.0 -0.0017
C 0.365 -3.370 6.290 0.0 0.0 0.0 -0.0004
C -0.781 -2.785 6.813 0.0 0.0 0.0 -0.0006
C -1.762 -2.300 5.960 0.0 0.0 0.0 0.0000
C -1.609 -2.420 4.587 0.0 0.1 0.0 0.0018
C -1.436 -3.671 1.763 0.2 0.0 0.1 -0.0178
C -2.496 -4.349 2.344 0.0 -0.1 0.0 0.0054
C -3.543 -4.781 1.545 0.0 0.0 0.1 -0.0040
C -3.489 -4.559 0.181 0.0 0.0 -0.1 0.0049
C -2.363 -3.940 -0.332 0.1 0.0 0.0 -0.0011
N -1.363 -3.516 0.432 -0.3 0.2 0.1 0.0782
H 4.406 -0.526 2.022 0.1 0.0 -0.1 -0.0011
H 3.803 -1.264 3.474 0.0 0.0 0.0 -0.0045
H 1.421 -3.931 4.510 0.0 0.0 0.0 0.0006
H 1.137 -3.738 6.952 0.0 0.0 0.0 -0.0001
H -0.907 -2.707 7.885 0.0 0.0 0.0 0.0001
H -2.648 -1.826 6.362 0.0 0.0 0.0 0.0000
H -2.354 -2.008 3.916 0.0 0.0 0.0 0.0005
H -2.502 -4.530 3.408 0.0 0.1 0.0 0.0017
H -4.396 -5.275 1.991 0.0 0.0 0.0 0.0000
H -4.290 -4.862 -0.478 0.0 0.0 0.0 0.0007
H -2.253 -3.778 -1.397 0.0 0.0 0.0 0.0025
C 5.208 3.386 -3.228 0.0 0.0 0.0 -0.0002
C 3.929 3.054 -2.514 0.1 0.0 0.0 0.0001
C 2.711 3.067 -3.178 -0.1 0.0 -0.1 -0.0002
C 1.510 2.738 -2.557 0.4 0.1 0.1 0.0020
C 0.278 2.805 -3.438 0.0 0.0 0.2 -0.0002
C 1.561 2.401 -1.181 0.0 -0.9 -0.6 -0.0055
Te -0.371 1.905 -0.483 -0.8 0.9 -0.3 0.0034
N -0.843 0.036 0.041 0.0 0.8 0.7 0.0021
C -1.876 0.064 0.971 0.5 -0.8 -0.4 -0.0013
O -2.032 -0.921 1.687 -0.2 0.0 0.1 0.0030
C -2.891 1.170 1.099 -0.1 0.1 -0.2 -0.0014
C -3.458 1.785 -0.014 -0.1 -0.1 0.0 0.0000
C -4.457 2.740 0.140 0.0 0.0 0.0 -0.0002
C -4.896 3.081 1.409 0.0 0.0 0.0 0.0000
C -4.340 2.464 2.525 0.0 0.0 0.0 -0.0001
C -3.354 1.507 2.369 0.1 0.0 0.0 0.0003
C -0.334 2.917 1.359 0.2 -0.3 0.2 -0.0010
C -0.097 2.171 2.508 -0.1 0.2 0.1 0.0010
C -0.093 2.803 3.740 0.0 0.0 0.0 -0.0003
C -0.329 4.170 3.804 0.0 0.0 0.0 0.0001
C -0.570 4.896 2.648 0.0 0.0 0.0 0.0001
C -0.580 4.286 1.394 0.0 0.0 0.0 -0.0002
C -0.854 5.084 0.148 0.0 0.0 0.0 0.0000
C 2.773 2.378 -0.483 0.0 0.3 0.0 0.0032
C 2.930 2.079 0.976 -0.1 0.1 0.0 0.0098
C 3.932 2.721 -1.170 0.0 0.0 0.0 0.0040
H 5.032 3.606 -4.280 0.0 0.0 0.0 0.0000
H 5.911 2.555 -3.166 0.0 0.0 0.0 0.0001
H 5.690 4.254 -2.775 0.0 0.0 0.0 0.0000
H 2.686 3.346 -4.225 0.0 0.0 0.0 0.0000
H 0.552 3.270 -4.383 0.0 0.0 0.0 0.0000
H -0.530 3.389 -2.999 0.0 0.1 0.0 0.0001
H -0.135 1.820 -3.667 0.0 0.0 0.0 0.0007
H -3.161 1.484 -1.011 0.0 0.0 0.0 0.0000
H -4.900 3.203 -0.732 0.0 0.0 0.0 0.0000
H -5.684 3.813 1.531 0.0 0.0 0.0 0.0000
H -4.687 2.723 3.517 0.0 0.0 0.0 0.0000
H -2.919 1.012 3.227 0.0 0.0 0.0 0.0001
H 0.070 1.099 2.445 0.0 0.0 0.0 -0.0006
H 0.094 2.231 4.640 0.0 0.0 0.0 0.0000
H -0.327 4.676 4.761 0.0 0.0 0.0 0.0000
H -0.759 5.962 2.711 0.0 0.0 0.0 0.0000
H -1.176 6.093 0.396 0.0 0.0 0.0 0.0000
H -1.644 4.619 -0.448 0.0 0.0 0.0 -0.0001
H 0.038 5.163 -0.481 0.0 0.0 0.0 0.0000
H 2.015 1.760 1.461 0.1 -0.1 -0.1 -0.0120
H 3.300 2.967 1.493 -0.1 0.0 0.0 0.0013
H 3.670 1.294 1.086 0.1 0.0 0.1 -0.0009
H 4.871 2.719 -0.625 0.0 0.0 0.0 -0.0017
C 1.127 -0.773 -5.144 0.0 0.0 0.1 -0.0009
N -0.275 -1.074 -4.842 0.0 0.0 0.0 0.0032
C -0.610 -2.377 -5.422 0.0 0.0 0.1 -0.0016
N 0.275 -3.458 -4.986 0.0 0.0 0.0 0.0132
C 1.659 -3.085 -5.291 -0.1 0.0 0.1 0.0001
N 2.061 -1.807 -4.701 0.0 0.0 0.0 0.0014
C 2.129 -1.886 -3.242 0.0 0.0 -0.1 0.0020
P 0.493 -2.314 -2.518 -0.1 0.3 0.1 0.0918
C -0.527 -1.060 -3.403 0.0 0.0 -0.1 -0.0013
C 0.100 -3.779 -3.570 0.0 0.0 -0.1 0.0238
H 1.401 0.177 -4.680 0.0 0.0 0.0 0.0003
H 1.223 -0.673 -6.226 0.0 0.0 0.0 0.0002
H -0.532 -2.295 -6.506 0.0 0.0 0.0 0.0007
H -1.640 -2.630 -5.165 0.0 0.0 0.0 -0.0002
H 1.752 -3.000 -6.374 0.0 0.0 0.0 0.0006
H 2.330 -3.871 -4.943 0.0 0.0 0.0 -0.0002
H 2.463 -0.931 -2.829 0.0 0.0 0.0 0.0020
H 2.860 -2.639 -2.941 0.0 0.0 0.0 -0.0031
H -0.294 -0.074 -2.995 0.0 0.0 0.1 0.0019
H -1.585 -1.243 -3.202 0.0 0.0 0.0 -0.0019
H -0.926 -4.106 -3.389 0.0 0.0 0.0 -0.0017
H 0.760 -4.603 -3.292 0.0 0.0 0.0 -0.0017
```
Positions in Å, forces in eV/Å.

***

Among the records above, which one has the lowest charge?
C42H45N3O3PRuS3SeSi